The following is a DFT calculation (ωB97M-V with the def2-TZVPD basis set) of a 14-piece molecular cluster, C72H165N17O16 overall in a non-equilibrium geometry.

Cartesian coordinates (Å):
C -6.0794 -8.7412 4.0015
C -6.0738 -7.6604 2.9215
C -6.3823 -6.2953 3.7001
C -5.9141 -5.1003 2.8011
C -4.3349 -5.2428 2.5972
C -4.0549 -6.5608 1.7688
N -4.6477 -7.7252 2.4189
O -4.3246 -9.0050 1.8135
C -4.5677 -6.3680 0.2599
C -2.4982 -6.7509 1.8305
C -7.2307 -7.8752 1.7662
H -7.0512 -8.9201 4.4617
H -5.3418 -8.4467 4.7481
H -5.8354 -9.7331 3.6213
H -7.4232 -5.9847 3.7899
H -5.8954 -6.3070 4.6753
H -6.1371 -4.1363 3.2583
H -6.4828 -5.0595 1.8721
H -3.6955 -5.1853 3.4780
H -3.8249 -4.5163 1.9646
H -4.0642 -5.5370 -0.2342
H -4.3150 -7.2861 -0.2705
H -5.6505 -6.2546 0.2072
H -2.3239 -7.4573 1.0189
H -1.9783 -5.8261 1.5803
H -2.1977 -7.2999 2.7229
H -8.2255 -7.8912 2.2113
H -7.0704 -8.8804 1.3763
H -7.2032 -7.0678 1.0346
H -4.1132 -9.5070 2.6040
C -2.0741 3.6109 3.5160
C -2.0330 2.6960 4.7253
C -0.6104 2.7967 5.2430
C -0.3884 4.1013 6.0883
C -1.4454 4.3691 7.1213
C -2.9159 4.2798 6.5721
N -3.0472 3.0789 5.6871
O -4.3108 2.9270 5.3041
C -3.6408 3.9500 7.8669
C -3.3727 5.6129 5.8493
C -2.2141 1.2738 4.2634
H -3.0754 3.6061 3.0853
H -1.2785 3.3422 2.8210
H -1.9233 4.6826 3.6457
H -0.2812 2.0511 5.9667
H 0.1250 2.8003 4.4384
H -0.2702 4.8388 5.2943
H 0.6219 4.1555 6.4938
H -1.2544 5.3910 7.4490
H -1.3026 3.6185 7.8986
H -4.7106 3.8970 7.6650
H -3.3281 2.9578 8.1923
H -3.5000 4.7666 8.5751
H -2.6641 5.8163 5.0464
H -4.3938 5.5215 5.4791
H -3.2615 6.4412 6.5491
H -3.2507 1.2864 3.9266
H -2.2514 0.5415 5.0699
H -1.4589 1.0029 3.5257
H -4.4502 3.5914 4.6253
C 3.6261 5.5989 4.6389
C 4.3129 6.3966 3.4662
C 5.2895 5.4711 2.6413
C 4.4642 4.5582 1.7608
C 3.3905 5.3843 0.9477
C 2.4329 6.2578 1.6937
N 3.2602 7.0212 2.6140
O 2.6191 8.1170 3.3078
C 1.7485 7.1711 0.7366
C 1.2840 5.4080 2.3419
C 5.2252 7.4891 4.1254
H 4.3799 5.2892 5.3627
H 3.0115 4.7412 4.3658
H 2.9068 6.3042 5.0553
H 5.9446 6.0633 2.0024
H 5.8174 4.9718 3.4537
H 4.0273 3.7408 2.3345
H 5.1217 4.0774 1.0366
H 2.8428 4.6940 0.3062
H 3.9018 5.9614 0.1772
H 2.4715 7.7945 0.2105
H 1.3259 6.6508 -0.1229
H 1.0489 7.8491 1.2255
H 1.6116 4.3908 2.5570
H 0.9909 5.8669 3.2862
H 0.4010 5.2940 1.7132
H 6.0964 6.9856 4.5444
H 4.6298 8.0859 4.8163
H 5.5863 8.3100 3.5058
H 2.2881 7.8584 4.1710
C 3.1296 -0.3714 -6.1080
C 4.4875 -0.1371 -5.5184
C 5.5586 -1.1906 -5.7764
C 6.0541 -1.1984 -7.1789
C 6.7664 0.1446 -7.4059
C 5.9085 1.3367 -7.2033
N 5.0953 1.1615 -5.8893
O 4.4599 2.2549 -5.3451
C 6.8376 2.5490 -6.9475
C 4.9688 1.5567 -8.4406
C 4.3289 -0.1481 -3.9903
H 3.0330 0.0851 -7.0931
H 2.3734 0.0949 -5.4766
H 2.9056 -1.4175 -6.3170
H 6.3978 -1.0375 -5.0980
H 5.0764 -2.1570 -5.6291
H 5.2169 -1.2641 -7.8737
H 6.7549 -2.0045 -7.3962
H 7.1438 0.0573 -8.4248
H 7.6888 0.1844 -6.8265
H 6.2395 3.4595 -6.9837
H 7.4023 2.4573 -6.0197
H 7.6722 2.4947 -7.6465
H 4.0118 2.0259 -8.2122
H 5.4193 2.2108 -9.1872
H 4.6151 0.6108 -8.8507
H 5.2066 0.1307 -3.4073
H 4.0768 -1.1701 -3.7071
H 3.4347 0.4354 -3.7710
H 5.2083 2.5821 -4.8405
C 3.0837 -3.3913 -2.4398
C 2.7446 -4.8331 -2.0462
C 2.8959 -4.9684 -0.4887
C 2.1081 -6.1544 0.1227
C 0.7347 -6.1523 -0.4131
C 0.6184 -6.2816 -1.9382
N 1.4539 -5.2069 -2.5586
O 1.3930 -5.4181 -3.9248
C 0.9646 -7.7935 -2.3436
C -0.9312 -5.8434 -2.2582
C 3.8773 -5.6118 -2.5727
H 2.7273 -3.0954 -3.4264
H 4.1475 -3.1631 -2.3742
H 2.6495 -2.6486 -1.7705
H 3.9131 -5.1520 -0.1426
H 2.5514 -4.0632 0.0115
H 1.9540 -6.1837 1.2014
H 2.6110 -7.0807 -0.1550
H 0.2952 -5.1808 -0.1870
H 0.0789 -6.8682 0.0822
H 0.3593 -8.5697 -1.8755
H 0.7868 -7.9088 -3.4128
H 2.0011 -8.0473 -2.1213
H -1.2254 -5.8591 -3.3076
H -1.6765 -6.4566 -1.7516
H -0.9676 -4.7908 -1.9776
H 4.8164 -5.2461 -2.1576
H 4.0140 -5.5814 -3.6537
H 3.6922 -6.6808 -2.4667
H 0.9984 -4.6104 -4.2617
C -0.7798 2.4911 -0.8219
C -0.0582 1.1369 -1.1359
C 1.1798 1.0527 -0.1748
C 0.7595 0.6497 1.2627
C -0.0840 -0.6353 1.2057
C -1.2867 -0.7348 0.1982
N -0.9154 -0.1167 -1.1023
O -1.9368 -0.0578 -2.0020
C -1.5152 -2.2472 -0.0584
C -2.4611 0.0233 0.8128
C 0.5772 1.3379 -2.5532
H -1.3129 2.6714 0.1115
H -1.5417 2.6412 -1.5869
H -0.1401 3.3719 -0.8761
H 1.9680 0.3771 -0.5074
H 1.5480 2.0784 -0.1559
H 0.2650 1.4763 1.7728
H 1.6616 0.5016 1.8565
H -0.5872 -0.5364 2.1676
H 0.4052 -1.5895 1.4009
H -2.3499 -2.2970 -0.7576
H -0.6608 -2.6477 -0.6041
H -1.9244 -2.8199 0.7739
H -2.9604 -0.5626 1.5845
H -2.1991 0.9648 1.2955
H -3.2708 0.1661 0.0971
H 0.9172 0.4347 -3.0599
H 1.4408 1.9929 -2.4386
H -0.1898 1.8681 -3.1177
H -2.5156 0.5711 -1.5649
C 0.6721 -1.5278 4.7248
C 2.0214 -2.2769 4.7717
C 2.6494 -1.9219 6.1025
C 1.9650 -2.5802 7.2550
C 2.0762 -4.0820 7.0749
C 1.4998 -4.6066 5.7531
N 1.9235 -3.7425 4.6567
O 1.5533 -4.2089 3.3886
C 2.0819 -5.9661 5.4711
C -0.0016 -4.8035 5.8296
C 2.8909 -1.6284 3.6520
H -0.0292 -2.0113 4.0448
H 0.6013 -0.4591 4.5228
H 0.2559 -1.4781 5.7309
H 3.7279 -2.0792 6.1091
H 2.4462 -0.8939 6.4024
H 0.8971 -2.3846 7.3514
H 2.5093 -2.2332 8.1333
H 1.5852 -4.6401 7.8721
H 3.1239 -4.3808 7.1093
H 1.8484 -6.3977 4.4978
H 3.1430 -6.0404 5.7089
H 1.6534 -6.5902 6.2552
H -0.3216 -5.5436 5.0961
H -0.3983 -4.9485 6.8345
H -0.5673 -3.9017 5.5952
H 3.1771 -0.6013 3.8781
H 2.3416 -1.5917 2.7113
H 3.7789 -2.2574 3.5893
H 0.6018 -4.1805 3.2639
C 0.5003 7.0810 -2.6583
C 0.0940 7.6100 -4.0421
O -0.4999 8.8575 -3.9853
O 0.5360 5.6054 -2.6461
H -0.1113 7.4861 -1.8522
H 1.5137 7.3653 -2.3748
H -0.7884 7.0288 -4.3095
H 0.6749 7.3013 -4.9113
H 0.0545 9.4002 -4.5506
H -0.3717 5.3091 -2.7460
C -1.1902 1.5345 -6.3578
C -2.5839 1.1315 -6.8786
O -3.1083 0.1289 -6.0985
O -0.2950 0.4498 -6.3985
H -1.2633 2.0123 -5.3808
H -0.8065 2.2824 -7.0516
H -2.4261 0.7444 -7.8852
H -3.2460 1.9849 -7.0246
H -3.4153 -0.5113 -6.7447
H -0.2845 0.0794 -5.5129
C -5.0811 3.0049 -1.0698
O -4.6869 1.9068 -0.8666
N -6.0726 3.5148 -0.4072
N -4.5827 3.8808 -1.9160
H -6.4747 4.3894 -0.7130
H -6.4108 2.9344 0.3469
H -5.0072 4.7871 -2.0517
H -3.7027 3.6444 -2.3517
C -2.6331 4.5633 -5.0420
O -2.0184 3.9428 -4.1991
N -3.9022 4.5670 -5.0418
N -2.0464 5.2344 -5.9768
H -4.5112 5.0288 -5.7021
H -4.3971 3.9056 -4.4607
H -1.0452 5.1117 -6.0284
H -2.5889 5.8412 -6.5748
C 1.6912 4.7002 -6.0245
O 0.9210 5.5454 -6.5222
N 2.1777 3.6610 -6.6639
N 2.0100 4.5410 -4.7735
H 1.8763 3.7451 -7.6242
H 2.6789 2.9243 -6.1882
H 1.4907 5.0272 -4.0565
H 2.4793 3.6492 -4.7053
C -0.4869 -2.5747 -4.3193
O -0.2999 -3.4350 -5.1226
N -1.4069 -1.6605 -4.5042
N -0.0527 -2.4917 -3.1149
H -1.7794 -1.2062 -3.6827
H -1.9031 -1.6271 -5.3833
H -0.0540 -1.6074 -2.6271
H 0.6151 -3.1986 -2.8422
C -6.3797 -1.1441 0.9262
O -7.2208 -1.9536 1.2968
N -6.2399 0.1231 1.3130
N -5.7424 -1.2860 -0.1897
H -5.5141 0.6156 0.8123
H -6.8581 0.5493 1.9886
H -5.6964 -2.2213 -0.5680
H -5.1679 -0.4982 -0.4532

Results
- Frontier orbital gap: 7.83 eV